Entry 1:
DFT (ωB97M-V/def2-TZVPD) results for a cluster of 2 separate species, C9H22N2Si in total.

The calculation puts the orbital gap (alpha / beta) at 7.64 / 7.64 eV. For the LUMO energy (alpha / beta), the calculation gives 0.9 / 0.9 eV. For the HOMO energy (alpha / beta), the calculation gives -6.78 / -6.78 eV.

XYZ file:
```
34
C9H22N2Si (ωB97M-V/def2-TZVPD)
C -1.182 1.469 -0.232
H -2.223 0.370 -1.845
H 1.240 -0.187 4.003
C -0.648 -1.705 -0.106
H 0.437 -2.623 1.446
H -2.643 -0.922 0.377
H 1.218 -2.715 -0.318
Si 0.137 0.067 -0.067
N 0.460 0.374 2.373
H 3.316 1.929 -1.218
H 1.254 0.878 -2.151
H -2.458 -2.645 0.681
H -1.489 1.926 -2.331
H -0.761 -1.890 -1.163
C -1.972 -1.645 0.702
H -0.719 2.397 -0.353
H -2.887 2.027 -1.264
H -2.862 0.972 1.104
C -1.955 1.560 1.054
C 1.707 0.558 -1.146
C 0.375 -2.727 0.397
H 2.740 -1.296 -0.523
C 2.406 1.773 -0.515
H -1.808 -1.288 1.686
H 3.672 -0.441 -1.772
H 2.193 -1.201 -2.301
H 2.036 2.764 -0.491
C -2.037 1.437 -1.514
H -2.493 2.518 1.077
H 2.579 1.472 0.545
N 1.014 -0.455 3.054
H -0.079 -3.676 0.336
H -1.206 1.530 1.888
C 2.639 -0.602 -1.414
```


Entry 2:
DFT (ωB97M-V/def2-TZVPD) results for the molecule C4H9NOS.

The calculation puts the orbital gap (alpha / beta) at 6.08 / 9.39 eV. For the LUMO energy (alpha / beta), the calculation gives -1.7 / 0.4 eV. For the HOMO energy (alpha / beta), the calculation gives -7.76 / -9.02 eV.

XYZ file:
```
16
C4H9NOS (ωB97M-V/def2-TZVPD)
H 0.121 -1.851 0.476
N -2.203 1.530 -0.308
H 1.492 1.522 0.681
H -1.304 -1.747 -1.287
C 0.137 -0.805 0.155
H 2.739 0.479 1.355
S -2.599 0.010 -0.218
H -0.773 -0.118 -1.789
H 2.963 1.138 -0.254
O -2.727 -0.515 1.145
C 2.213 0.744 0.430
H -0.222 -0.196 0.989
C -1.042 -0.750 -0.947
H 2.116 -1.079 -0.800
H -2.475 2.094 0.484
C 1.564 -0.455 -0.113
```


Entry 3:
DFT (ωB97M-V/def2-TZVPD) results for a structure of composition C21H21ClMnN2O7PTe2.

The calculation puts the orbital gap (alpha / beta) at 6.83 / 6.94 eV. The expectation value of S² is 8.76. For the LUMO energy (alpha / beta), the calculation gives 2.4 / 2.4 eV. As for the spin multiplicity: 6. For the HOMO energy (alpha / beta), the calculation gives -4.41 / -4.53 eV. The charge is -1.

XYZ file:
```
56
C21H21ClMnN2O7PTe2 (ωB97M-V/def2-TZVPD)
C -0.512 -1.482 3.769
H -0.488 -4.648 -1.551
Te -2.391 2.019 0.510
Cl -0.024 -1.375 5.394
H 1.980 4.256 3.356
O -2.064 -3.811 0.467
C -2.668 3.366 -1.097
H -0.432 -2.861 -3.269
O -1.510 -3.968 4.886
C 4.758 -0.507 -1.472
H 5.692 -0.931 -1.099
P 1.408 -0.983 -2.037
O 2.797 -0.977 -2.826
C -0.052 1.643 4.057
C 1.540 3.270 3.280
H 3.619 -2.348 -1.492
C 3.950 -1.569 -2.183
H -0.864 1.359 4.710
H -0.185 -5.350 -3.147
C -1.840 4.638 -2.982
C -1.171 -2.031 1.744
H 1.690 0.449 1.396
C -1.576 -3.796 3.690
H -5.132 5.235 -2.508
Te -0.186 0.228 -3.297
H 4.997 0.305 -2.159
H -3.263 5.880 -4.010
C -1.706 -2.621 0.465
N -0.633 -0.831 1.661
O 1.031 -2.527 -1.866
C -1.125 -2.514 3.077
H 1.204 -3.350 -3.759
C 1.959 2.396 2.288
H 4.195 -0.100 -0.633
O -1.728 -1.839 -0.520
N -0.229 -0.494 2.891
C -3.099 5.183 -3.197
C 0.395 0.778 3.072
C 0.231 -4.708 -2.368
C -4.142 4.820 -2.356
C 0.492 -3.331 -2.928
C 1.395 1.135 2.179
O -2.038 -4.719 2.872
H -1.013 4.908 -3.629
H 2.721 2.699 1.581
C 0.538 2.892 4.163
C -1.626 3.746 -1.941
H 1.153 -5.162 -2.002
H 0.192 3.580 4.923
Mn -0.855 0.047 -0.600
H 4.520 -2.044 -2.981
H -2.042 -4.409 1.906
H -4.757 3.636 -0.683
C -3.929 3.920 -1.322
H -0.635 3.337 -1.787
O 1.461 -0.442 -0.635
```


Entry 4:
DFT (ωB97M-V/def2-TZVPD) results for the molecule C6H12.

The calculation puts the orbital gap at 10.80 eV. For the LUMO energy, the calculation gives 1.2 eV. Its SMILES is CC[C@H]1C[C@@H]1C. For the HOMO energy, the calculation gives -9.58 eV.

XYZ file:
```
18
C6H12 (ωB97M-V/def2-TZVPD)
H -0.971 1.657 1.211
H 1.132 2.664 -0.221
H 1.848 -0.849 0.115
H 2.086 1.581 1.022
C -0.076 0.232 -0.238
C 1.096 2.184 0.864
H -1.104 -1.824 -2.090
C -0.058 1.206 0.994
H 1.048 -1.075 -1.663
H 0.053 0.612 1.927
C 0.886 -0.792 -0.586
H -0.461 0.647 -1.115
H 0.820 3.060 1.542
C -0.414 -1.220 -0.129
C -1.426 -1.897 -1.004
H -2.460 -1.533 -0.890
H -0.584 -1.638 0.892
H -1.415 -3.015 -0.631
```


Entry 5:
DFT (ωB97M-V/def2-TZVPD) results for the molecule C5H9NO.

The calculation puts the orbital gap at 10.36 eV. For the LUMO energy, the calculation gives 0.9 eV. Its SMILES is C=CCCNC=O. For the HOMO energy, the calculation gives -9.42 eV.

XYZ file:
```
16
C5H9NO (ωB97M-V/def2-TZVPD)
H -1.550 2.674 -1.398
H 1.461 -2.020 2.724
H 1.346 -0.492 -1.335
C 0.008 0.836 -0.053
C 1.002 -1.483 1.997
H 2.584 -1.148 0.521
H 0.707 1.686 -0.402
C 1.540 -1.094 0.821
H -1.659 -0.158 -0.718
H 0.210 -1.346 -0.585
H -0.182 0.920 0.976
O -2.922 1.229 -2.059
H -0.147 -1.615 2.049
C 0.794 -0.484 -0.357
C -1.940 1.704 -1.493
N -1.252 0.792 -0.686
```


Entry 6:
DFT (ωB97M-V/def2-TZVPD) results for a cluster of 2 separate species, C24H23N2O2 in total.

The calculation puts the orbital gap at 6.69 eV. For the LUMO energy, the calculation gives -3.9 eV. For the HOMO energy, the calculation gives -10.63 eV. The charge is +1.

XYZ file:
```
51
C24H23N2O2 (ωB97M-V/def2-TZVPD)
C 0.055 2.884 3.518
C 6.568 -0.908 -1.652
H 6.141 -1.149 -2.641
C -4.344 -3.442 -1.930
H 4.801 2.379 -0.208
N 0.207 1.805 1.538
C -4.695 -5.720 -2.636
H -0.994 5.875 4.667
H 0.025 1.864 -0.370
C -0.697 4.215 1.668
C 4.656 0.320 -0.831
H 4.148 -1.706 -1.485
C -0.188 3.009 2.151
H 6.421 -1.756 -0.965
C -4.903 -2.213 -1.495
C -0.989 5.243 2.595
C 1.858 0.627 -0.408
C -1.818 -0.254 -0.626
C 2.753 1.697 -0.212
C 0.687 1.009 2.478
H -1.041 -2.730 -1.492
C 3.787 -0.763 -1.071
C -4.071 -1.208 -1.061
C -2.940 -3.600 -1.970
C 2.425 -0.613 -0.832
H 2.314 2.647 0.102
O -5.220 -4.412 -2.299
C 0.404 0.848 -0.239
H -5.578 -6.340 -2.812
H 7.632 -0.676 -1.747
H 0.913 1.177 4.555
C 4.114 1.551 -0.375
H -0.002 3.685 5.495
H -0.849 4.331 0.599
H -5.987 -2.107 -1.522
N 0.605 1.615 3.687
C -2.648 -1.341 -1.072
H -4.512 -0.268 -0.713
C -2.119 -2.582 -1.512
H -4.079 -5.683 -3.550
O 5.984 0.299 -1.115
H 0.052 -0.993 -1.256
C -0.214 3.882 4.445
H -2.516 -4.520 -2.364
H 1.810 -1.498 -0.972
H -1.408 6.197 2.256
H 1.118 0.000 2.369
H -2.354 0.579 -0.170
C -0.758 5.083 3.966
H -4.105 -6.129 -1.799
C -0.448 -0.211 -0.687
```


Entry 7:
DFT (ωB97M-V/def2-TZVPD) results for a structure of composition C37H47Cl2F3InN7O5S2Si4Te.

The calculation puts the orbital gap at 5.31 eV. For the LUMO energy, the calculation gives 3.6 eV. For the HOMO energy, the calculation gives -1.75 eV. The charge is -2.

XYZ file:
```
109
C37H47Cl2F3InN7O5S2Si4Te (ωB97M-V/def2-TZVPD)
H -0.840 -2.493 0.746
H 1.703 -4.240 1.401
C -0.906 -1.187 -0.945
H 3.669 1.010 -1.583
H 0.819 -0.151 -5.451
H 3.005 -2.655 3.332
H -5.175 -2.390 2.557
N -5.907 -2.967 -1.559
C -0.207 3.945 3.498
Cl 0.730 7.827 3.996
H 2.411 -5.820 1.096
H -3.177 -3.257 0.506
H 4.319 0.514 -3.124
C -4.591 5.039 -0.727
H 2.679 -4.159 -5.220
H -2.369 2.095 -1.603
H 5.544 -2.336 -3.526
C 0.490 5.146 3.686
C 4.793 -1.561 0.334
C -5.387 0.947 2.943
H 5.404 0.861 -1.790
H 3.389 -4.369 0.960
H -1.297 0.056 -2.637
H 2.526 -0.039 -5.059
Si 2.095 -2.265 -1.755
In -0.882 1.297 1.706
H -4.417 5.235 -1.789
H -0.908 -2.512 -3.867
F -0.302 4.749 -1.557
C -3.012 -1.105 -2.113
H 3.985 1.408 4.324
H 4.822 -2.600 0.647
H -2.704 3.746 -1.659
N -4.964 3.656 -0.544
H -0.537 -4.820 -0.726
C 0.205 -5.331 -1.329
N 1.127 0.126 3.196
C -0.174 6.356 3.751
N -3.117 0.233 2.996
C -4.862 -2.514 -1.404
C -5.825 -0.348 2.773
H -2.768 -1.763 2.794
F -0.740 4.256 0.487
N -3.084 2.812 -1.623
C -3.590 2.641 3.209
C 3.684 -0.683 3.883
C 3.147 -5.679 -2.073
C 1.626 2.466 3.785
S -4.698 1.077 -0.472
H -0.143 -3.997 -4.385
H 3.791 -2.814 -5.152
H -6.879 -0.574 2.676
C 1.557 -0.346 -4.677
C -3.545 -1.007 2.831
O -4.490 3.485 3.384
H -3.690 5.305 -0.163
H -5.416 5.660 -0.383
H -5.656 3.444 0.158
H -3.346 5.266 3.332
H 3.050 -6.731 -1.823
C 4.448 0.413 -2.050
C -1.634 3.992 3.362
H 0.728 -1.818 2.717
F 1.161 5.170 -0.035
H 6.688 -1.786 -2.319
S 0.840 2.519 -0.710
H -3.636 -0.693 -2.892
C -3.545 -2.044 -1.230
C 3.311 0.639 3.980
C 2.752 -1.608 3.424
C 2.757 -3.083 -5.330
H 2.524 -2.842 -6.364
C 2.403 -4.782 0.772
H 5.866 -3.321 -2.117
C 2.011 1.017 3.624
H -6.068 1.784 2.991
H 4.049 -1.054 0.943
C 0.253 4.272 -0.418
C 5.742 -2.301 -2.461
O -0.453 1.954 -1.047
H 4.682 -1.002 4.153
C -4.181 2.600 -0.862
C -1.550 6.398 3.614
C -2.271 5.234 3.427
C -4.877 -1.361 2.710
H 5.762 -1.123 0.559
O 1.454 2.155 0.535
H 4.175 -5.385 -1.897
H 1.565 5.116 3.769
Si 1.943 -4.551 -1.082
H 2.957 -5.569 -3.135
N 0.379 2.716 3.409
N -2.276 2.800 3.170
C -0.145 -2.921 -4.520
Te 1.002 -0.329 -0.568
H 1.328 0.303 -3.831
C -2.757 -2.543 -0.191
Si 4.312 -1.414 -1.515
C -4.019 1.208 3.039
Cl -2.401 7.921 3.670
H -0.441 -2.723 -5.545
C 1.493 -1.140 3.084
C -1.704 -0.689 -1.967
H 0.168 -6.387 -1.081
O 2.474 3.222 4.290
Si 1.576 -2.175 -4.097
C -1.456 -2.109 -0.059
H -0.102 -5.227 -2.363
O 1.744 2.602 -1.820
```


Entry 8:
DFT (ωB97M-V/def2-TZVPD) results for a structure of composition C5H3NiO3.

The calculation puts the orbital gap (alpha / beta) at 8.03 / 5.11 eV. The expectation value of S² is 3.79. For the LUMO energy (alpha / beta), the calculation gives -10.7 / -12.8 eV. As for the spin multiplicity: 4. For the HOMO energy (alpha / beta), the calculation gives -18.71 / -17.89 eV. The charge is +2.

XYZ file:
```
12
C5H3NiO3 (ωB97M-V/def2-TZVPD)
O 3.280 -0.595 0.394
O -3.211 -1.551 1.411
C 0.011 0.114 -0.817
C -2.268 -0.953 1.077
C 2.296 -0.662 1.020
O 1.299 0.222 -0.715
H -0.287 1.628 0.716
H -0.348 -0.541 -1.621
H -1.608 1.522 -0.601
C -1.261 -0.269 0.625
Ni 2.950 0.079 -1.493
C -0.854 1.005 0.004
```


Calculated ΔE to the lowest compared entry with this formula, charge and spin in order - 474.3; 479.1; 17.2; 227.1; 260.1; 178.6; 205.5; 137.8 kJ/mol
Calculated E_tot in order - -754.96492; -685.83648; -3937.93254; -235.73173; -325.83851; -1188.04079; -5830.38503; -1925.40154 hartree